C6H9N2OS2 | ωB97M-V/def2-TZVPD

Charge: +1
ΔE to the lowest compared entry with this formula, charge and spin in eV: 0.448
E_HOMO in eV: -12.2438
DFT total energy in Eh: -1214.86813
2S+1: 1

Atoms and positions in Å:
C 2.547 0.467 0.462
N 1.338 -0.161 1.121
N -1.355 0.102 -0.250
C -1.723 1.411 -0.445
H 3.780 -1.085 -0.442
H 0.893 0.286 1.855
S -3.896 0.168 0.018
H 3.434 0.748 1.008
H -0.167 -1.519 0.785
C 0.763 -1.102 0.414
H -3.492 2.449 -0.698
C -2.387 -0.674 0.059
S 1.528 -1.514 -1.027
C 2.941 -0.434 -0.701
H 3.252 0.049 -1.601
H -1.011 2.011 -0.855
H -3.187 -2.339 0.393
O -2.249 -1.929 0.373
H 2.049 1.411 -0.096
C -3.057 1.653 -0.375



C36H57F2N3O8P2S2Si | ωB97M-V/def2-TZVPD

ΔE to the lowest compared entry with this formula, charge and spin in eV: 0.000
E_HOMO in eV: -7.8433
DFT total energy in Eh: -4140.51733
2S+1: 1

Atoms and positions in Å:
O 6.419 -0.485 -0.033
C 2.690 -4.312 1.941
C 2.208 -5.550 4.140
H -3.275 0.188 1.837
H 5.905 1.959 -0.287
C -4.435 -5.847 -0.086
C 1.708 -4.679 3.012
N 2.970 2.202 -1.419
C 0.066 1.391 -3.259
F 0.178 -2.677 -3.210
H -0.624 -2.849 2.829
H 3.106 3.868 -4.049
C -8.955 -3.141 1.370
C -0.444 -2.511 -0.931
C 2.064 3.731 -4.315
C -3.682 -0.730 1.424
C -2.700 -4.823 1.021
H 0.038 -3.156 -0.207
C -7.644 -3.865 3.466
C -0.931 2.065 -4.167
C -4.284 -3.510 -0.023
N 2.746 -0.519 -0.812
C -0.464 1.910 -5.631
C 0.799 -0.644 -2.225
H 3.282 2.430 4.268
H 0.318 1.158 -5.718
O 4.657 -2.125 0.781
H -4.959 -6.717 -0.429
C 1.290 3.527 -2.990
H -4.186 -0.520 0.490
C -7.708 -3.023 2.214
Si -2.285 -1.971 1.170
H -1.007 -1.156 3.115
H 2.636 3.287 1.141
O 1.471 7.317 2.380
O -1.590 1.652 -6.458
H -5.802 -4.544 -0.976
H -4.383 -1.101 2.158
H -0.982 3.126 -3.978
H -9.077 -4.169 1.025
N 4.978 0.003 2.114
C 1.066 2.076 -2.721
H -9.830 -2.845 1.952
H -8.463 -3.599 4.137
C -1.427 -2.117 2.835
H 3.022 -5.049 4.666
H -2.286 -2.660 -3.465
H -2.964 -6.920 0.906
H 3.071 -5.209 1.448
C 1.880 7.525 3.498
C -3.134 -3.598 0.694
H 1.397 -5.734 4.841
C 4.953 2.455 -0.184
H -1.813 -4.937 1.612
H -4.659 -2.535 -0.262
C 1.617 5.035 -4.987
H 1.105 6.953 5.414
H -8.869 -2.487 0.506
H -0.092 7.641 4.303
C 0.933 7.721 4.658
C 1.840 0.097 -1.643
O 0.566 -4.289 2.975
F 1.740 -2.788 -1.751
C 0.596 -2.123 -2.037
H 1.995 2.867 -4.961
H 2.202 -3.685 1.200
H 2.080 5.125 -5.959
H -0.354 -0.739 0.336
O -2.278 -1.832 -2.965
P 4.983 -0.580 0.701
S 3.241 3.507 3.478
H 3.611 8.584 4.190
O -6.801 -2.290 1.901
H -6.700 -3.685 3.973
H -1.247 1.302 -7.284
C -0.063 0.025 -2.996
H -0.005 2.849 -5.916
H 6.248 -0.216 -0.947
H 1.927 3.953 -2.236
C 1.970 1.427 -1.904
O -1.067 -1.252 -5.288
P -1.575 -0.651 -3.853
C 3.716 0.223 -0.355
C 4.739 3.049 1.241
H 4.987 3.300 -0.858
H 4.918 4.119 1.205
H -7.711 -4.923 3.209
H 3.514 -3.751 2.384
H -1.703 -0.738 -0.811
H 0.371 4.095 -2.964
C -3.324 -5.941 0.648
H 3.635 6.827 4.509
H 5.881 0.382 2.362
H 0.539 5.009 -5.059
H 1.078 8.709 5.097
H 2.559 -6.506 3.747
H 5.194 -2.551 0.098
H -1.922 1.663 -4.051
H 3.913 7.441 2.871
C -1.085 -1.358 -0.174
H 0.945 6.631 -3.262
H -1.764 -1.004 -5.903
C 3.818 1.595 -0.683
C 3.356 7.600 3.791
C 3.352 2.819 1.803
H 5.496 2.648 1.890
H -2.145 -2.374 3.604
H 3.151 1.767 1.905
H -1.199 -3.088 -1.434
S 2.065 6.477 -3.973
C -4.900 -4.632 -0.395



C4H7NO | ωB97M-V/def2-TZVPD

ΔE to the lowest compared entry with this formula, charge and spin in eV: 5.111
E_HOMO in eV: -7.8182
DFT total energy in Eh: -286.44381
2S+1: 1

Atoms and positions in Å:
C -1.099 -0.353 0.055
H 1.446 0.930 1.282
N 2.065 -0.176 -0.369
C -0.241 0.670 -0.051
H -2.486 -1.923 -0.088
H -3.183 -0.250 0.305
C -2.317 -0.872 0.105
H 2.838 -0.617 0.122
H 0.282 -0.868 0.767
C 1.035 0.232 0.544
H 0.411 2.235 -0.905
H 1.702 -0.844 -1.045
O -0.452 1.835 -0.720



C30H38F6N2O5S2 | ωB97M-V/def2-TZVPD

E_HOMO in eV: -9.0248
DFT total energy in Eh: -3047.19455
2S+1: 1

Atoms and positions in Å:
H 1.584 1.716 -1.641
C 1.667 0.930 1.383
N -4.043 -1.932 -2.705
H 1.355 -2.419 7.943
H -0.098 -0.572 3.527
C -2.885 -1.375 -2.801
C -2.220 -4.370 1.144
C 2.754 -1.064 0.150
H -1.469 2.750 2.611
H 3.085 1.016 -0.247
O 1.801 2.351 1.414
H -1.175 1.243 -0.539
C 2.029 -0.436 8.467
C 1.869 1.211 6.721
C -1.021 3.445 -9.299
H -1.652 -1.491 1.119
F -2.340 -5.727 1.167
H 0.547 1.994 -3.632
H 3.766 -2.036 -1.556
F 0.681 -1.973 5.485
F -0.769 1.105 -6.555
O 1.487 3.356 3.689
N -3.845 -3.277 -2.825
H 1.885 -1.256 -0.475
H -2.783 4.499 -9.916
C -0.477 2.540 -8.399
C 1.183 -1.037 6.323
H -2.505 -4.492 3.211
H -0.108 2.575 -0.092
F -3.389 -3.886 0.735
C -0.640 2.069 2.756
H -1.205 0.827 -4.544
C -0.988 0.554 -3.519
H -0.829 -4.217 2.799
H 0.568 2.262 -8.442
C 1.508 -1.399 7.614
C -0.791 0.765 1.926
C 1.357 0.251 5.862
C -1.851 -3.927 2.551
H -4.209 3.502 -8.163
C 2.776 -2.069 1.301
C -0.934 -0.440 2.849
F -1.271 -4.106 0.224
H 0.732 0.128 -1.742
C -2.590 -3.469 -3.006
H -3.240 1.862 -6.564
C -2.630 2.318 -7.333
H 0.200 -0.402 0.445
S -2.582 0.320 -2.651
O 0.378 4.283 1.802
H 2.296 -0.706 9.480
F 1.814 0.495 2.685
C -1.294 1.991 -7.433
O -2.114 -2.573 2.805
C 0.626 1.205 -1.646
H 4.403 -0.422 -1.113
H 4.767 -1.784 -0.099
H -0.819 2.517 -2.612
C -1.216 -1.728 2.098
C 0.280 0.609 0.831
H 1.097 0.498 4.844
H -0.598 1.835 3.816
H -0.449 -0.387 -3.473
C -3.165 3.230 -8.231
C -2.362 3.791 -9.215
C -0.140 1.521 -0.354
H 2.912 -3.059 0.863
H 3.714 0.446 1.282
C -0.176 1.680 -2.883
H 3.641 -1.909 1.941
C 2.208 0.867 8.023
H -1.801 -0.255 3.490
H -0.395 3.879 -10.067
H -1.739 0.853 1.399
O -1.923 -2.292 -3.008
H 2.611 1.616 8.692
H 1.853 -2.117 1.872
H 2.003 2.226 6.370
H -2.101 -4.412 -3.129
H -0.277 -2.237 1.876
C 3.997 -1.359 -0.742
C 2.857 0.390 0.610
S 0.818 3.092 2.459



C9H20N3O2S2Si | ωB97M-V/def2-TZVPD

Charge: +1
E_HOMO in eV: -11.9823
DFT total energy in Eh: -1755.33650
2S+1: 1

Atoms and positions in Å:
H -3.479 -1.328 -3.691
H -4.452 -3.339 -2.335
C -4.248 -2.328 -1.969
C 0.953 1.225 2.750
H 1.186 0.346 5.413
H 0.070 3.101 -0.172
O -0.202 -1.964 -0.242
H 0.234 0.426 2.665
H -4.693 -0.962 -0.739
H 1.766 3.392 -0.583
C 2.412 2.778 2.229
H -1.771 -3.981 -2.331
C 1.377 1.450 0.317
N -4.956 -1.911 -1.016
S 0.009 -1.667 -1.652
O 0.086 -0.260 -2.022
H 1.462 2.012 5.949
H 1.837 -2.077 -3.106
C 0.940 1.388 5.231
H -2.933 -0.638 -2.160
N 1.563 1.816 1.733
H 2.303 0.995 -0.032
H 0.802 2.273 -1.553
H 0.605 0.683 0.289
H -0.687 -1.565 -5.097
C 1.520 -2.460 -2.137
H 2.770 3.336 4.346
H 1.351 -3.537 -2.198
C 0.983 2.634 -0.542
H 3.017 3.386 1.582
H -0.131 1.543 5.332
H 2.237 -2.224 -1.346
N 1.375 1.775 3.887
Si -1.600 -2.621 -2.867
C 2.293 2.753 3.579
C -3.141 -1.581 -2.678
S -0.856 -2.869 -4.833



C35H39InN4O3S3Sb | ωB97M-V/def2-TZVPD

Charge: -1
ΔE to the lowest compared entry with this formula, charge and spin in eV: 0.000
E_HOMO in eV: -5.3175
DFT total energy in Eh: -3426.90166
2S+1: 1

Atoms and positions in Å:
C 6.016 -4.081 2.702
C 3.274 2.843 -4.417
H 5.364 3.027 -3.966
C 2.074 2.248 -4.071
H -2.891 2.359 1.897
H 0.499 1.715 1.198
H 4.310 -3.032 1.922
C -2.141 4.246 -2.452
H 1.921 -3.796 2.849
H -3.921 0.055 1.986
C 1.078 -1.321 3.629
C -6.266 -1.178 -2.604
H 5.271 1.443 -2.069
H 2.153 -1.360 3.765
C 0.234 -1.876 4.578
S -0.229 -3.005 -0.257
C 0.568 -0.735 2.480
C -4.671 0.118 1.203
H -2.186 5.270 0.865
H -7.223 -1.671 -2.482
H 1.727 -5.541 2.971
C -3.908 -1.034 -2.011
C -1.657 -1.265 3.213
H -3.613 3.631 0.891
C -4.921 0.509 -3.608
N -0.369 1.310 -3.005
C 4.226 -6.077 3.361
H 0.641 -2.337 5.468
H 1.146 5.430 -1.199
C -3.797 0.069 -2.898
H -2.721 -1.277 3.028
C 4.426 2.558 -3.696
H 5.924 -7.158 4.100
H -7.010 0.277 -4.015
O -1.317 -0.035 1.201
H -4.609 2.809 2.095
H -2.534 1.437 -4.014
H -1.811 -2.307 5.067
C -6.153 -0.086 -3.466
H -5.257 -2.500 -1.245
Sb -0.834 3.593 -0.876
H -5.663 0.252 1.632
C 2.290 -4.749 2.474
C 2.021 1.362 -3.001
C 1.378 -3.076 0.434
C 1.509 1.314 1.282
C -1.137 -1.853 4.351
H -4.801 1.350 -4.281
O 0.796 -0.271 -1.808
H 0.789 4.678 -2.767
C -0.819 -0.668 2.265
N -1.463 0.611 -2.510
H -2.114 5.332 -2.530
H -3.164 3.919 -2.267
H 1.801 3.828 -1.602
H 1.965 1.749 2.176
In -1.069 -0.716 -0.739
N 2.140 -0.882 0.615
C 0.944 4.488 -1.707
H 2.093 1.590 0.406
C 1.449 -0.175 1.422
H -1.791 3.802 -3.381
H -1.180 6.233 -0.230
H 1.166 2.465 -4.616
C 6.477 -5.244 3.305
H -4.639 -0.802 0.624
S 1.843 -4.806 0.705
C 3.756 -4.916 2.760
C 4.670 -3.917 2.428
O -2.921 -1.521 -1.314
H 3.107 0.372 -1.453
H 7.531 -5.369 3.514
C -1.218 5.327 0.374
H -0.451 5.384 1.144
C 5.577 -6.244 3.633
C 4.375 1.670 -2.632
H 3.524 -6.861 3.620
S -4.241 1.482 0.111
N 2.244 -2.235 0.807
H 3.314 3.534 -5.250
C 0.737 0.740 -2.576
C -2.556 0.756 -3.161
H 6.714 -3.297 2.435
C -3.797 2.678 1.381
C -5.177 -1.646 -1.905
C 3.176 1.064 -2.285



C5H9NO2 | ωB97M-V/def2-TZVPD

ΔE to the lowest compared entry with this formula, charge and spin in eV: 2.901
E_HOMO (spin up / spin down) in eV: -7.5945 / -6.5567
DFT total energy in Eh: -401.07016
2S+1: 1

Atoms and positions in Å:
H 3.420 0.659 0.760
H -0.503 -1.681 0.325
C 2.762 1.172 0.051
H -1.712 1.006 0.218
H -2.771 -2.091 -0.896
H -2.982 -1.884 0.839
H 3.271 1.197 -0.919
N -0.938 0.343 0.168
O 1.529 -0.754 -0.699
C 0.286 1.054 0.375
C 1.462 0.456 -0.085
O 0.163 2.202 0.830
C -2.655 -1.382 -0.076
H 0.656 -0.995 -1.077
H 2.573 2.183 0.408
H -3.322 -0.544 -0.264
C -1.239 -0.941 0.042



C5H4 | ωB97M-V/def2-TZVPD

ΔE to the lowest compared entry with this formula, charge and spin in eV: 1.028
E_HOMO in eV: -9.4002
DFT total energy in Eh: -192.75635
2S+1: 1

Atoms and positions in Å:
H -1.715 1.575 -0.564
C -0.236 0.007 0.596
C 1.119 0.006 0.132
C -1.320 0.645 -0.238
H -0.324 0.015 1.681
C -1.316 -0.651 -0.228
H 3.248 -0.006 -0.589
C 2.253 -0.004 -0.255
H -1.709 -1.588 -0.535